DFT (ωB97M-V with the def2-TZVPD basis set) results for an isolated ion of composition C8H8N2 and charge +2.

```
18
Properties=species:S:1:pos:R:3:forces:R:3:nbo_charge:R:1
C 1.6842 -0.1330 0.5163 0.35 1.54 -0.81 0.595
C -2.8776 0.4400 0.4680 -0.30 0.77 0.32 -0.095
C -2.7351 -0.9254 0.3428 -0.10 0.37 -0.28 -0.154
C -1.9342 1.4299 0.0392 1.94 0.51 0.12 -0.052
C -1.5590 -1.3902 -0.2925 -1.87 -2.74 -0.51 0.253
C 0.1977 0.0553 0.1494 0.41 -0.63 2.48 0.189
C -0.5207 1.2508 0.0298 0.45 3.90 0.23 -0.208
C 3.9323 -0.2735 -0.4081 2.71 -0.79 -0.28 -0.461
N 2.8311 -0.1369 0.3705 -6.13 -0.71 1.35 -0.100
N -0.3658 -1.0917 0.0525 1.31 0.10 -1.29 -0.294
H -3.7618 0.9375 0.8921 -0.10 -0.78 -0.34 0.297
H -3.4814 -1.7352 0.5267 0.22 1.17 0.05 0.314
H -2.2630 2.5186 -0.1420 0.31 -1.94 0.56 0.305
H -1.6639 -2.2562 -0.9727 0.16 0.23 0.40 0.254
H 0.0742 2.2598 0.1013 -1.04 -2.09 -0.68 0.294
H 3.7702 -1.1197 -1.0962 0.03 0.55 -0.02 0.285
H 3.9166 0.7250 -0.8432 1.32 -0.12 -0.63 0.285
H 4.7561 -0.5552 0.2661 0.32 0.67 -0.66 0.294
```
Forces are in eV/Å.

Properties
DFT total energy: -11383.13241 eV
Max |F|: 6.31 eV/A
E_HOMO: -0.6880 Eh
Spin multiplicity: 1
Kohn-Sham gap: 8.1836 eV
Net charge: +2